[1]
The following is a quantum chemistry calculation of a 10-piece molecular cluster, C13H44N10O13S overall in a non-equilibrium geometry, from OMol25.

Each line ends with the Löwdin charge.
CARTESIAN COORDINATES (ANGSTROEM)
1 S 0.43 -0.01 -0.02  0.35
2 O -0.28 -0.53 1.17  -0.39
3 O 0.01 1.38 -0.26  -0.39
4 O 1.86 -0.03 0.28  -0.35
5 O 0.10 -0.89 -1.16  -0.34
6 C -3.37 -2.00 0.52  -0.75
7 O -4.56 -2.26 0.71  -0.02
8 N -2.39 -2.28 1.37  0.16
9 N -2.93 -1.39 -0.58  0.18
10 H -1.52 -1.75 1.38  0.05
11 H -2.70 -2.66 2.25  0.11
12 H -3.56 -0.97 -1.23  0.11
13 H -1.92 -1.30 -0.60  0.05
14 C 3.65 1.90 -2.00  -0.74
15 O 4.48 2.18 -2.84  -0.01
16 N 2.40 2.34 -1.95  0.19
17 N 4.04 1.20 -0.92  0.16
18 H 1.71 2.12 -1.26  0.05
19 H 2.10 2.98 -2.67  0.11
20 H 4.89 0.66 -0.96  0.10
21 H 3.28 0.89 -0.32  0.05
22 C -2.87 1.83 -2.36  -0.75
23 O -3.73 2.06 -3.18  0.00
24 N -2.99 1.88 -1.03  0.17
25 N -1.64 1.50 -2.74  0.18
26 H -2.18 1.82 -0.43  0.06
27 H -3.87 2.15 -0.63  0.11
28 H -1.35 1.56 -3.70  0.11
29 H -0.99 1.24 -2.01  0.05
30 C 2.24 -3.08 2.39  -0.76
31 O 2.92 -3.94 2.95  -0.03
32 N 2.27 -2.90 1.10  0.19
33 N 1.34 -2.32 3.01  0.18
34 H 1.91 -2.02 0.76  0.06
35 H 2.94 -3.46 0.60  0.12
36 H 1.39 -2.26 4.01  0.11
37 H 0.74 -1.69 2.50  0.06
38 C 0.03 4.83 0.32  -0.73
39 O 0.03 6.07 0.27  -0.02
40 N -0.22 4.03 -0.72  0.16
41 N 0.20 4.15 1.43  0.18
42 H 0.05 4.33 -1.64  0.10
43 H -0.12 3.03 -0.52  0.02
44 H -0.09 3.18 1.46  0.07
45 H 0.37 4.67 2.27  0.12
46 C -1.33 -4.61 -1.59  -0.10
47 C 0.04 -4.51 -0.90  -0.30
48 O 0.70 -3.48 -1.64  -0.11
49 H -1.96 -3.72 -1.51  0.05
50 H -2.04 -5.35 -1.20  0.06
51 H -1.20 -4.97 -2.61  0.06
52 H 0.63 -5.42 -0.80  0.10
53 H -0.20 -4.18 0.11  0.09
54 H 0.25 -2.66 -1.39  0.02
55 C -3.24 1.02 3.05  -0.08
56 C -2.09 2.00 2.94  -0.32
57 O -0.90 1.26 3.03  -0.11
58 H -4.20 1.47 2.78  0.07
59 H -3.46 0.68 4.06  0.07
60 H -3.15 0.20 2.35  0.06
61 H -2.13 2.80 3.68  0.11
62 H -2.10 2.55 1.99  0.09
63 H -0.88 0.57 2.34  0.02
64 C 0.13 -1.77 -5.67  -0.08
65 C -0.26 -1.21 -4.29  -0.34
66 O 0.68 -0.34 -3.72  -0.09
67 H -0.70 -1.89 -6.36  0.06
68 H 0.59 -2.75 -5.56  0.06
69 H 0.87 -1.17 -6.20  0.06
70 H -0.42 -2.15 -3.74  0.09
71 H -1.21 -0.69 -4.27  0.10
72 H 0.31 -0.25 -2.83  0.01
73 C 3.14 1.68 4.60  -0.08
74 C 2.41 1.34 3.30  -0.32
75 O 3.26 0.57 2.47  -0.12
76 H 3.84 2.49 4.43  0.06
77 H 3.68 0.84 5.04  0.07
78 H 2.36 2.01 5.30  0.06
79 H 2.16 2.20 2.66  0.11
80 H 1.55 0.69 3.47  0.09
81 H 2.78 0.48 1.63  0.01

Its gap between HOMO and LUMO is 9.21 eV. Its lowest unoccupied orbital energy is 4.55 eV. The HOMO energy is -4.7 eV. The value obtained for the energy relative to the best compared isomer or geometry (same formula, charge and spin) is 0.0 kJ/mol. Its net charge is -2. Its spin multiplicity is 1.

[2]
The following is a quantum chemistry calculation of a 9-piece molecular cluster, C13H44O9 overall in a non-equilibrium geometry, from OMol25.

Each line ends with the natural charge from an NBO analysis.
CARTESIAN COORDINATES (ANGSTROEM)
1 C -2.30 -1.15 -2.36  -0.65
2 C -3.46 -1.94 -2.88  0.09
3 C -4.90 -1.34 -2.60  -0.62
4 O -3.32 -2.13 -4.26  -0.55
5 H -2.20 -0.10 -2.62  0.24
6 H -1.32 -1.56 -2.61  0.24
7 H -2.19 -1.20 -1.27  0.21
8 H -3.47 -2.89 -2.36  0.22
9 H -5.14 -0.37 -3.03  0.24
10 H -4.87 -1.21 -1.52  0.22
11 H -5.74 -2.03 -2.69  0.24
12 H -4.06 -2.64 -4.62  0.49
13 C 1.10 2.22 -0.66  -0.64
14 C 0.64 0.80 -0.26  0.09
15 C 1.78 0.14 0.49  -0.64
16 O -0.42 0.79 0.62  -0.71
17 H 2.16 2.21 -0.93  0.23
18 H 0.94 2.98 0.10  0.23
19 H 0.51 2.53 -1.52  0.21
20 H 0.34 0.19 -1.11  0.16
21 H 1.95 0.64 1.44  0.21
22 H 2.71 0.14 -0.08  0.24
23 H 1.61 -0.93 0.57  0.21
24 H -1.11 1.33 0.22  0.51
25 C 5.14 1.00 -0.54  -0.25
26 O 5.60 2.28 -0.31  -0.72
27 H 5.94 0.60 -1.16  0.16
28 H 5.14 0.32 0.31  0.17
29 H 4.24 1.04 -1.16  0.17
30 H 6.34 2.28 0.30  0.47
31 C 4.30 -3.89 1.05  -0.26
32 O 3.80 -2.56 1.15  -0.74
33 H 5.25 -3.95 0.54  0.19
34 H 4.67 -4.22 2.02  0.18
35 H 3.59 -4.56 0.56  0.16
36 H 3.36 -2.43 1.99  0.48
37 C -3.60 1.37 -0.11  -0.28
38 O -2.61 2.11 -0.80  -0.75
39 H -3.38 0.74 0.75  0.19
40 H -4.38 1.99 0.32  0.19
41 H -4.17 0.78 -0.83  0.16
42 H -3.06 2.74 -1.37  0.50
43 C 0.13 1.41 3.99  -0.24
44 O -0.14 0.26 3.29  -0.77
45 H 1.19 1.62 4.08  0.17
46 H -0.41 2.17 3.43  0.16
47 H -0.27 1.32 5.00  0.19
48 H 0.12 0.42 2.38  0.49
49 C 1.36 -3.38 3.08  -0.27
50 O 1.54 -2.06 3.54  -0.73
51 H 1.37 -3.35 1.99  0.14
52 H 2.14 -4.09 3.39  0.20
53 H 0.42 -3.92 3.19  0.15
54 H 0.83 -1.50 3.22  0.49
55 C -0.70 5.71 -2.76  -0.25
56 O 0.30 6.34 -3.60  -0.73
57 H -1.51 5.14 -3.23  0.18
58 H -0.19 4.99 -2.12  0.16
59 H -1.21 6.47 -2.18  0.17
60 H 1.12 6.51 -3.12  0.48
61 C -2.09 -2.02 1.40  -0.27
62 O -2.11 -3.22 0.71  -0.46
63 H -1.29 -1.34 1.11  0.26
64 H -3.08 -1.57 1.43  0.22
65 H -1.73 -2.43 2.35  0.26
66 H -1.22 -3.58 0.64  0.50

Its gap between HOMO and LUMO (spin up / spin down) is 9.01 / 1.96 eV. Its lowest unoccupied orbital energy (spin up / spin down) is -2.75 / -9.79 eV. Its expectation value of S² is 0.755. The HOMO energy (spin up / spin down) is -11.8 / -11.7 eV. The value obtained for the energy relative to the best compared isomer or geometry (same formula, charge and spin) is 362.5 kJ/mol. Its net charge is +1. Its spin multiplicity is 2.

[3]
The following is a quantum chemistry calculation of a 8-piece molecular cluster, C13H45N12O8 overall in a non-equilibrium geometry, from OMol25.

Each line ends with the Löwdin charge.
CARTESIAN COORDINATES (ANGSTROEM)
1 O 0.45 -0.08 -0.32  0.20
2 H 0.26 -0.20 0.61  0.06
3 H 1.26 -0.57 -0.52  0.03
4 H 0.45 0.87 -0.48  0.06
5 C -3.99 -1.42 -0.28  -0.84
6 O -4.29 -0.46 -0.91  0.04
7 N -4.77 -1.96 0.57  0.18
8 N -2.75 -1.85 -0.25  0.19
9 H -4.34 -2.75 1.02  0.11
10 H -5.69 -1.62 0.83  0.13
11 H -2.08 -1.35 -0.81  0.10
12 H -2.44 -2.54 0.42  0.10
13 C -2.48 2.67 -0.33  -0.79
14 O -1.40 2.11 -0.04  -0.03
15 N -3.00 3.65 0.34  0.16
16 N -3.28 2.29 -1.32  0.18
17 H -2.36 4.14 0.94  0.10
18 H -3.98 3.90 0.24  0.10
19 H -4.25 2.56 -1.37  0.10
20 H -3.00 1.40 -1.69  0.08
21 C -0.02 -3.48 -2.64  -0.78
22 O 0.45 -3.18 -1.56  0.00
23 N 0.01 -4.67 -3.15  0.16
24 N -0.40 -2.66 -3.55  0.19
25 H 0.03 -4.70 -4.16  0.11
26 H 0.37 -5.37 -2.51  0.12
27 H -0.47 -1.66 -3.45  0.08
28 H -0.67 -3.01 -4.46  0.11
29 C 1.48 3.52 -1.20  -0.87
30 O 1.49 2.34 -0.91  0.01
31 N 2.53 4.18 -1.56  0.15
32 N 0.38 4.22 -1.27  0.16
33 H 2.62 5.13 -1.90  0.08
34 H 3.36 3.62 -1.65  0.11
35 H -0.46 3.82 -0.88  0.06
36 H 0.39 5.12 -1.74  0.03
37 C -1.38 1.25 -3.94  -0.89
38 O -1.32 0.25 -3.28  0.02
39 N -1.77 1.31 -5.20  0.14
40 N -1.00 2.38 -3.58  0.19
41 H -2.02 0.42 -5.60  0.11
42 H -1.82 2.17 -5.74  0.09
43 H -0.81 2.48 -2.59  0.09
44 H -1.30 3.09 -4.23  0.06
45 C 0.76 -1.18 3.77  -0.07
46 C -0.46 -0.50 3.16  -0.37
47 C -1.25 0.29 4.23  -0.21
48 O -1.92 1.31 3.56  -0.22
49 C -3.16 0.93 2.91  -0.06
50 N 0.18 0.47 2.22  0.05
51 H 0.41 -2.00 4.40  0.08
52 H 1.34 -0.50 4.38  0.08
53 H 1.37 -1.71 3.03  0.06
54 H -1.08 -1.20 2.60  0.13
55 H -0.67 0.78 5.02  0.13
56 H -1.94 -0.37 4.76  0.12
57 H -3.81 1.76 2.64  0.08
58 H -3.75 0.23 3.50  0.09
59 H -2.83 0.51 1.96  0.07
60 H 0.79 1.12 2.68  0.10
61 H -0.65 1.02 2.03  0.05
62 C 4.42 -2.99 -0.21  -0.04
63 C 3.33 -2.11 0.46  -0.37
64 C 3.85 -0.89 1.26  -0.17
65 O 4.34 -1.39 2.54  -0.18
66 C 4.99 -0.43 3.31  -0.15
67 N 2.54 -1.56 -0.65  0.03
68 H 4.03 -4.00 -0.39  0.07
69 H 5.24 -3.15 0.49  0.08
70 H 4.74 -2.61 -1.17  0.08
71 H 2.72 -2.58 1.23  0.13
72 H 3.12 -0.09 1.37  0.11
73 H 4.60 -0.46 0.61  0.12
74 H 4.41 0.30 3.87  0.08
75 H 5.81 0.10 2.81  0.09
76 H 5.33 -0.99 4.18  0.09
77 H 2.05 -2.29 -1.14  0.05
78 H 3.17 -1.17 -1.33  0.10

Its gap between HOMO and LUMO (spin up / spin down) is 1.89 / 9.65 eV. Its lowest unoccupied orbital energy (spin up / spin down) is 0.44 / 0.35 eV. Its expectation value of S² is 0.750. The HOMO energy (spin up / spin down) is -1.5 / -9.3 eV. Its spin multiplicity is 2.

[4]
The following is a quantum chemistry calculation of a 13-piece molecular cluster, C13H48F2N23O17S2 overall in a non-equilibrium geometry, from OMol25.

Each line ends with the Löwdin charge.
CARTESIAN COORDINATES (ANGSTROEM)
1 N -0.67 3.07 3.88  -0.23
2 S -1.28 4.06 2.79  0.44
3 O -0.50 5.25 2.64  -0.29
4 O -2.71 4.08 2.56  -0.33
5 F -0.93 3.25 1.42  -0.21
6 S -1.19 4.08 5.20  0.58
7 O -2.60 4.13 5.38  -0.30
8 O -0.30 5.18 5.52  -0.30
9 F -0.84 2.90 6.31  -0.24
10 O 1.96 -0.02 0.97  -0.33
11 C 1.10 -0.49 -0.03  -0.40
12 C -0.49 -0.36 0.07  -0.38
13 O -1.24 -0.88 1.11  -0.35
14 H 1.31 -1.57 -0.06  0.06
15 H 1.34 -0.16 -1.06  0.03
16 H -0.89 -0.79 -0.86  0.05
17 H -0.82 0.69 -0.09  0.08
18 C 4.86 0.47 3.43  -0.70
19 O 4.12 -0.06 4.23  0.03
20 N 4.57 0.68 2.12  0.16
21 N 6.12 0.87 3.81  0.12
22 H 3.65 0.37 1.81  0.05
23 H 5.25 1.15 1.56  0.08
24 H 6.77 1.31 3.18  0.07
25 H 6.46 0.58 4.70  0.08
26 C 0.64 -0.68 -4.89  -0.69
27 O 1.15 0.39 -5.15  0.03
28 N 0.78 -1.34 -3.71  0.18
29 N -0.31 -1.34 -5.62  0.14
30 H 0.41 -2.25 -3.56  0.09
31 H 1.45 -0.93 -3.07  0.07
32 H -0.82 -0.96 -6.40  0.09
33 H -0.46 -2.30 -5.38  0.09
34 C -2.89 0.16 -3.56  -0.65
35 O -3.79 -0.48 -3.07  0.03
36 N -1.76 0.66 -3.00  0.20
37 N -2.89 0.26 -4.93  0.13
38 H -1.18 1.29 -3.52  0.08
39 H -1.68 0.53 -2.00  0.06
40 H -2.04 0.55 -5.38  0.06
41 H -3.77 0.08 -5.38  0.10
42 C -4.07 0.92 3.04  -0.69
43 O -4.78 -0.06 2.77  -0.04
44 N -4.52 2.06 3.54  0.16
45 N -2.73 0.94 2.86  0.19
46 H -3.88 2.74 3.91  0.06
47 H -5.50 1.99 3.74  0.10
48 H -2.37 0.33 2.12  0.06
49 H -2.24 1.82 2.96  0.03
50 C -4.91 -2.14 -0.20  -0.71
51 O -5.67 -2.62 -1.08  -0.08
52 N -3.76 -1.54 -0.56  0.17
53 N -5.09 -2.37 1.10  0.15
54 H -3.60 -1.33 -1.54  0.04
55 H -3.03 -1.36 0.13  0.06
56 H -4.61 -1.66 1.66  0.05
57 H -5.74 -3.01 1.50  0.09
58 C 4.69 -3.52 1.05  -0.71
59 O 5.81 -4.05 0.87  -0.06
60 N 3.57 -4.29 0.95  0.15
61 N 4.55 -2.24 1.28  0.20
62 H 3.65 -5.28 0.83  0.09
63 H 2.85 -3.71 0.53  0.06
64 H 5.46 -1.81 1.31  0.11
65 H 3.61 -1.85 1.23  0.09
66 C -1.23 -3.46 3.46  -0.72
67 O -1.13 -4.47 4.20  -0.06
68 N -0.24 -2.98 2.71  0.16
69 N -2.23 -2.58 3.59  0.17
70 H 0.47 -3.59 2.35  0.09
71 H -0.67 -2.41 1.97  0.05
72 H -2.95 -2.94 4.20  0.10
73 H -2.30 -1.73 3.06  0.07
74 C -2.60 4.81 -1.38  -0.69
75 O -1.66 5.45 -1.81  0.02
76 N -3.86 5.25 -1.13  0.13
77 N -2.48 3.50 -0.96  0.16
78 H -3.88 6.25 -0.99  0.10
79 H -4.53 4.64 -0.69  0.09
80 H -1.66 2.92 -1.06  0.08
81 H -3.27 2.97 -0.63  0.10
82 C 0.45 -5.40 -0.43  -0.70
83 O -0.21 -5.97 0.43  0.03
84 N 0.64 -4.08 -0.57  0.16
85 N 1.13 -6.12 -1.38  0.13
86 H 1.20 -3.63 -1.27  0.08
87 H -0.14 -3.52 -0.24  0.11
88 H 1.16 -7.12 -1.37  0.09
89 H 1.67 -5.54 -2.00  0.08
90 C 1.72 3.50 -2.59  -0.69
91 O 2.23 4.09 -1.64  0.03
92 N 1.56 2.16 -2.66  0.17
93 N 1.32 4.01 -3.78  0.14
94 H 1.87 1.69 -1.82  0.07
95 H 1.47 1.79 -3.59  0.05
96 H 0.48 3.60 -4.13  0.09
97 H 1.58 4.97 -3.96  0.10
98 C 4.52 0.76 -1.76  -0.70
99 O 5.41 1.26 -2.44  -0.01
100 N 3.92 1.39 -0.72  0.15
101 N 3.90 -0.44 -1.98  0.15
102 H 4.11 2.35 -0.49  0.11
103 H 3.28 0.85 -0.13  0.05
104 H 4.38 -0.95 -2.71  0.09
105 H 2.96 -0.60 -1.67  0.03

Its gap between HOMO and LUMO is 5.22 eV. Its lowest unoccupied orbital energy is 4.84 eV. The HOMO energy is -0.4 eV. Its net charge is -3. Its spin multiplicity is 1.

Number 1: calculated total energy -2445.95244 Eh. Number 2: calculated total energy -1198.28700 Eh. Number 3: calculated total energy -1781.24529 Eh. Number 4: calculated total energy -4059.06490 Eh.